Entry 1:
DFT (wB97M-V/def2-TZVPD) results for a cluster of 11 separate species, C20H65N19O11 in total at a distorted geometry.

```
115
Properties=species:S:1:pos:R:3:forces:R:3:mulliken_spin:R:1
C -0.206 0.848 1.506 0.4 -1.3 0.8 -1.02
C -0.213 1.890 0.400 -0.4 -2.4 1.4 1.32
C -0.609 1.296 -0.994 -0.1 2.2 0.2 -0.25
O -0.148 0.043 -1.480 0.4 -0.3 0.3 0.01
C 1.257 -0.165 -1.663 0.3 1.0 1.2 -0.25
N -1.111 2.952 0.868 0.3 1.0 -1.1 -0.74
H -0.058 1.255 2.506 0.0 0.7 0.0 0.38
H 0.564 0.075 1.487 0.3 -0.1 -0.7 -0.06
H -1.123 0.272 1.631 -0.4 0.2 -0.4 0.14
H 0.809 2.246 0.263 0.0 0.5 0.3 0.22
H -0.288 2.164 -1.569 0.1 -0.4 -1.2 -0.06
H -1.694 1.335 -1.091 -0.1 -0.6 0.2 0.04
H 1.569 -1.201 -1.533 -0.7 -0.3 -0.4 -0.01
H 1.814 0.328 -0.867 0.0 0.3 0.3 0.20
H 1.684 0.255 -2.574 -0.5 -0.1 -0.5 0.02
H -2.043 2.669 1.134 -0.1 -0.7 -0.2 0.06
H -0.744 3.351 1.719 0.4 0.1 0.2 0.05
C 3.554 2.140 1.199 -0.5 0.4 -2.0 0.05
C 3.418 1.072 2.210 1.1 -1.3 1.1 -0.18
C 4.463 -0.133 1.994 -1.5 -0.4 0.4 0.10
O 4.065 -1.225 1.043 1.4 1.4 1.4 -0.06
C 3.198 -2.261 1.479 -1.6 0.8 -0.1 0.01
N 3.635 1.731 3.501 1.0 0.1 0.1 0.35
H 2.845 2.961 1.307 0.2 0.2 0.7 0.08
H 3.308 1.811 0.189 0.1 -0.5 -0.4 0.03
H 4.582 2.497 1.150 -0.1 0.2 0.3 -0.06
H 2.444 0.588 2.282 -0.1 0.0 -0.5 0.08
H 4.543 -0.544 3.000 0.1 -0.5 0.0 0.06
H 5.468 0.153 1.685 -0.2 0.3 -0.3 0.00
H 2.230 -1.776 1.347 -0.7 -0.9 -0.3 -0.01
H 3.122 -2.634 2.500 1.2 0.6 0.6 0.03
H 3.348 -3.159 0.880 0.0 0.3 -0.5 -0.02
H 4.348 1.392 4.131 -0.1 -0.3 -0.2 -0.07
H 2.815 1.997 4.027 -0.3 0.0 -0.1 -0.38
C 0.401 -3.098 -4.743 -0.1 -0.5 0.1 0.01
C -1.156 -2.892 -4.763 1.9 -0.7 1.1 -0.01
C -1.594 -1.635 -4.001 1.1 -0.3 -0.2 -0.10
O -2.901 -1.751 -3.568 -2.5 0.2 -0.2 -0.05
C -3.517 -0.525 -3.094 2.0 -0.2 -0.1 0.04
N -1.548 -3.075 -6.135 -0.9 0.9 -0.3 0.00
H 1.031 -2.473 -5.376 -0.6 0.6 -0.3 0.00
H 0.598 -4.095 -5.137 -0.1 -0.1 0.1 -0.01
H 0.924 -3.043 -3.788 -0.5 0.0 0.4 0.01
H -1.595 -3.744 -4.244 0.0 0.0 0.3 0.01
H -1.378 -0.799 -4.666 -0.4 0.5 -0.1 0.07
H -0.968 -1.484 -3.122 0.4 0.0 0.0 0.01
H -2.966 -0.228 -2.202 -0.1 0.1 0.3 0.06
H -4.578 -0.561 -2.849 0.1 -0.7 -0.4 -0.01
H -3.305 0.244 -3.837 -0.4 0.2 -0.2 -0.01
H -1.200 -2.280 -6.653 0.4 0.1 -0.4 -0.01
H -2.542 -2.897 -6.134 -0.6 -0.3 -0.3 0.00
C -1.032 5.548 -1.637 3.1 0.8 -1.5 0.03
O -1.163 6.368 -2.523 -0.1 0.5 -1.9 -0.01
N 0.053 4.835 -1.399 4.3 -1.7 -1.2 -0.03
N -1.873 5.396 -0.721 -6.2 0.6 4.0 -0.01
H 0.577 4.574 -2.222 0.1 0.3 0.1 0.01
H 0.263 4.257 -0.598 -0.9 0.3 -0.1 -0.01
H -2.634 6.038 -0.891 -0.3 -0.2 1.0 0.00
H -1.749 4.862 0.128 -0.1 -0.1 -0.3 0.03
C -2.016 -3.557 -0.586 0.4 2.4 3.3 0.09
O -2.681 -4.054 0.287 -2.5 -1.5 1.4 -0.04
N -1.488 -2.366 -0.414 0.7 3.2 0.6 -0.10
N -1.556 -4.146 -1.601 1.2 -4.1 -5.5 0.00
H -1.649 -1.918 0.477 0.1 0.2 -0.1 0.03
H -1.076 -1.824 -1.160 0.0 0.1 0.4 0.00
H -2.027 -4.998 -1.870 0.4 0.1 -0.2 0.00
H -0.835 -3.759 -2.193 -0.4 -0.1 0.1 -0.01
C 1.789 -0.805 5.478 0.6 -0.3 1.4 1.83
O 1.812 -1.993 5.401 1.2 -4.5 0.5 -0.55
N 1.252 -0.106 4.575 -2.4 2.5 -4.6 -0.23
N 2.261 -0.092 6.474 1.4 1.1 2.5 0.09
H 1.212 0.898 4.671 -0.5 0.3 -0.3 0.21
H 0.695 -0.609 3.899 -0.2 0.3 -0.2 -0.16
H 1.766 0.786 6.535 0.3 0.4 0.8 -0.48
H 2.524 -0.601 7.305 -0.1 0.3 0.0 -0.01
C -3.785 4.264 3.424 1.8 1.7 1.1 0.41
O -3.202 5.287 3.546 1.6 5.0 -0.3 -0.11
N -5.010 4.083 3.194 -8.1 0.3 -1.9 -0.06
N -3.224 3.171 3.671 4.5 -6.5 1.1 0.03
H -5.656 4.859 3.180 0.2 -0.2 -0.1 0.00
H -5.365 3.143 3.093 -0.1 0.4 0.0 0.00
H -2.214 3.182 3.665 -0.1 -0.2 0.4 -0.10
H -3.690 2.288 3.519 0.5 -0.1 0.0 0.00
C -4.282 -0.133 1.814 4.1 0.5 5.7 0.50
O -3.976 0.771 2.585 0.0 1.1 0.5 -0.31
N -5.075 -0.013 0.877 -6.3 1.3 -7.2 -0.06
N -3.790 -1.337 1.957 0.9 -2.4 0.0 -0.08
H -5.675 0.791 0.752 0.5 0.0 0.3 -0.04
H -5.212 -0.734 0.182 0.1 0.1 0.2 -0.02
H -3.020 -1.481 2.594 0.0 -0.4 -0.1 0.02
H -4.193 -2.032 1.344 0.9 -0.6 0.5 0.02
C -0.478 -3.323 3.180 1.0 -1.6 1.1 0.22
O -0.729 -2.190 2.939 -1.0 4.7 -1.2 -0.11
N 0.510 -3.708 3.951 1.0 -2.1 0.6 -0.09
N -1.223 -4.325 2.684 -0.9 -0.9 -0.9 -0.03
H 0.354 -4.642 4.301 0.8 0.2 0.3 -0.01
H 1.232 -3.088 4.290 -0.2 0.4 0.7 0.00
H -1.678 -3.868 1.906 -0.9 -1.0 -0.4 0.00
H -0.653 -5.109 2.401 -0.3 -0.1 -0.1 -0.01
C 5.229 -2.206 -2.134 -0.1 -1.4 0.7 0.05
O 5.495 -2.841 -3.123 0.8 -0.2 -1.4 -0.02
N 4.411 -1.140 -2.119 -1.8 2.9 -1.2 0.00
N 5.553 -2.543 -0.874 0.3 0.1 0.3 -0.01
H 4.306 -0.554 -2.935 0.2 -0.7 -0.2 0.00
H 4.021 -0.664 -1.318 0.6 -0.5 0.4 0.00
H 5.099 -1.890 -0.251 0.7 -0.7 1.3 0.00
H 6.159 -3.314 -0.630 -0.4 0.3 -0.1 0.00
C 0.327 2.449 -4.464 0.9 3.1 1.5 0.14
O 0.314 3.423 -3.768 0.0 2.2 1.7 -0.05
N -0.716 1.788 -4.753 -4.5 -3.4 -1.2 0.01
N 1.405 2.051 -5.052 4.5 -1.8 -2.5 0.00
H -1.552 1.951 -4.212 0.0 -0.2 -0.4 0.00
H -0.637 1.192 -5.565 -0.9 0.0 0.4 0.00
H 1.492 1.106 -5.398 0.2 0.4 -0.1 -0.02
H 2.149 2.712 -5.223 -0.1 -0.3 0.3 -0.01
```
Positions in Å, forces in eV/Å.

For the calculated total energy, the calculation gives -72629.4293 eV. The calculation puts the HOMO-LUMO gap (spin up / spin down) at 1.52 / 8.15 eV. The multiplicity is 2. Its energy above the lowest of the compared OMol25 structures with the same formula, charge and spin is 1.4 kcal/mol. The calculation puts the largest force on an atom at 0.18759 hartree/bohr. As for the charge: -1. As for the HOMO energy (spin up / spin down): 0.13 / -6.60 eV.

***

Entry 2:
DFT (wB97M-V/def2-TZVPD) results for a cluster of 14 separate species, C20H68N6O18PS2 in total.

```
115
Properties=species:S:1:pos:R:3:forces:R:3:lowdin_charge:R:1
C -3.578 -1.765 -4.572 0.1 -0.1 -0.2 -0.11
S -3.859 -2.389 -2.952 -0.5 -0.1 0.4 0.66
O -4.977 -1.672 -2.404 0.1 0.1 0.0 -0.30
O -3.883 -3.821 -2.954 0.2 -0.1 -0.1 -0.29
C -2.496 -1.886 -1.812 0.4 0.1 -0.2 -0.23
N -2.626 -0.443 -1.608 0.7 -0.4 -0.1 0.12
C -1.741 0.432 -2.151 0.0 0.2 0.2 -0.35
N -2.094 1.696 -2.235 0.3 -0.1 0.4 -0.03
P -1.186 3.078 -2.856 0.0 0.8 0.0 0.36
S -2.304 4.298 -3.797 -0.1 -0.1 0.0 0.27
N -0.484 0.068 -2.559 -0.3 -0.4 -0.4 0.17
C -0.261 -1.333 -2.948 0.2 -0.3 0.2 -0.53
O -0.605 -1.408 -4.275 -0.1 0.2 -0.1 0.08
O 1.102 -1.595 -2.734 -0.1 0.0 0.3 -0.06
N 1.969 -0.752 -3.635 0.1 0.4 0.0 0.10
O 2.812 -0.298 -3.007 0.1 -0.3 -0.2 0.14
C -1.026 -2.355 -2.040 -0.1 -0.2 0.0 -0.36
N -0.984 -3.624 -2.744 0.4 0.0 0.2 0.12
C -0.330 -2.481 -0.636 -0.3 0.1 0.0 -0.07
C -0.210 -1.151 0.040 0.0 0.0 0.3 -0.23
N 0.813 -0.412 0.097 0.2 0.3 0.2 0.13
H -2.979 -2.475 -5.135 0.0 0.0 0.0 0.07
H -3.093 -0.793 -4.540 -0.1 0.0 0.0 0.06
H -4.580 -1.671 -4.995 0.1 0.0 0.0 0.09
H -2.876 -2.373 -0.909 0.0 0.0 -0.1 0.15
H -2.869 -0.181 -0.660 -0.8 0.2 -0.3 0.17
H -3.026 1.940 -1.908 0.0 0.0 0.0 0.14
H -0.603 3.554 -1.677 0.0 -0.2 0.1 -0.02
H -0.137 2.458 -3.534 -0.1 -0.3 0.0 0.00
H 0.211 0.348 -1.865 0.0 0.3 -0.1 0.13
H -0.227 -2.211 -4.668 -0.2 0.0 0.1 0.12
H -0.021 -3.957 -2.682 -0.1 -0.1 0.0 0.09
H -1.535 -4.358 -2.301 -0.1 0.1 -0.1 0.08
H -0.956 -3.152 -0.040 0.1 0.0 0.0 0.14
H 0.650 -2.946 -0.745 0.0 0.1 -0.1 0.13
H -1.121 -0.726 0.471 0.0 -0.1 0.1 0.11
H 1.642 -0.869 -0.286 0.0 0.0 -0.1 0.07
C -0.535 3.017 1.934 0.0 0.0 0.0 -0.12
O -0.694 2.802 0.522 -0.1 -0.2 -0.2 -0.18
H -0.943 3.993 2.170 0.0 0.0 0.0 0.07
H -1.070 2.259 2.507 0.0 0.0 0.0 0.08
H 0.520 2.994 2.210 0.0 0.0 0.0 0.07
H -0.322 1.932 0.346 0.3 -0.1 0.1 0.02
C 1.392 -5.497 -4.493 -0.1 0.0 -0.1 -0.15
O 0.315 -4.943 -5.253 0.2 0.3 0.1 -0.13
H 2.025 -6.058 -5.173 0.0 0.0 0.0 0.08
H 2.005 -4.712 -4.036 0.1 0.0 0.0 0.07
H 1.015 -6.165 -3.715 0.0 0.0 0.0 0.07
H -0.227 -4.446 -4.629 -0.3 -0.2 -0.1 0.00
C -3.825 3.053 -7.705 0.1 0.0 0.1 -0.16
O -2.678 2.629 -6.976 -0.1 -0.2 0.0 -0.16
H -3.572 2.987 -8.760 0.0 0.0 0.0 0.08
H -4.690 2.412 -7.513 0.0 0.0 0.0 0.07
H -4.089 4.087 -7.473 0.0 0.0 0.0 0.08
H -2.879 2.692 -6.038 0.0 0.2 0.0 -0.01
C -2.360 4.136 5.375 0.1 0.0 0.0 -0.12
O -1.203 4.440 4.586 0.2 -0.1 0.1 -0.14
H -3.094 3.705 4.698 0.0 0.0 0.0 0.09
H -2.117 3.396 6.136 -0.2 0.0 0.1 0.05
H -2.782 5.030 5.837 0.0 0.0 0.0 0.08
H -0.531 4.827 5.156 -0.1 0.2 0.0 0.09
C -2.611 1.339 8.427 -0.1 0.0 -0.1 -0.11
O -2.666 1.261 6.995 0.1 -0.3 0.0 -0.16
H -3.115 2.257 8.719 0.0 0.0 0.0 0.09
H -3.124 0.492 8.886 0.0 0.0 0.0 0.09
H -1.584 1.370 8.788 0.0 0.0 0.0 0.05
H -2.204 0.451 6.749 0.1 0.1 0.0 0.08
C -2.196 -6.494 -3.965 -0.1 0.0 0.1 -0.13
O -1.443 -6.451 -2.745 0.0 0.0 -0.1 -0.14
H -2.234 -5.475 -4.332 -0.1 0.0 -0.1 0.05
H -1.718 -7.125 -4.715 0.0 0.0 0.0 0.09
H -3.218 -6.829 -3.783 0.0 0.0 0.0 0.09
H -1.399 -7.339 -2.380 0.0 0.0 0.0 0.09
C 4.340 -4.297 -6.313 0.0 -0.1 0.0 -0.15
O 4.511 -5.306 -5.325 0.0 0.1 0.0 -0.13
H 3.391 -3.806 -6.105 0.0 0.0 0.0 0.07
H 5.139 -3.552 -6.274 0.0 0.0 0.0 0.08
H 4.295 -4.719 -7.320 0.0 0.0 0.0 0.08
H 5.342 -5.757 -5.499 0.0 0.0 0.0 0.08
C 0.880 1.242 5.909 0.1 0.0 0.1 -0.14
O 0.094 1.673 4.803 0.1 -0.1 0.1 -0.14
H 1.212 0.228 5.690 0.0 0.0 0.0 0.09
H 1.758 1.880 6.031 0.0 -0.1 0.1 0.08
H 0.323 1.227 6.850 -0.1 0.0 -0.1 0.07
H -0.204 2.576 4.978 -0.1 0.0 -0.3 0.04
C -5.311 -0.221 5.165 0.0 0.0 0.0 -0.16
O -4.104 0.155 4.516 0.1 -0.1 0.0 -0.14
H -5.978 -0.615 4.401 0.0 0.0 0.0 0.07
H -5.145 -0.999 5.915 0.0 0.0 0.0 0.08
H -5.794 0.634 5.644 0.0 0.0 0.0 0.08
H -3.514 0.507 5.193 -0.2 0.2 0.0 0.03
C 5.536 2.512 -2.884 -0.1 0.0 -0.1 -0.16
O 4.545 2.557 -3.911 -0.1 0.0 0.1 -0.13
H 5.952 3.512 -2.802 0.0 0.0 0.0 0.08
H 5.104 2.232 -1.919 0.0 0.0 0.0 0.07
H 6.340 1.815 -3.124 0.0 0.0 0.0 0.07
H 4.175 1.676 -3.998 0.1 0.0 -0.1 0.04
C 3.709 2.443 2.721 0.0 0.0 0.1 -0.16
O 3.149 2.285 4.016 -0.1 -0.1 -0.2 -0.13
H 4.698 2.876 2.849 0.0 0.0 0.0 0.08
H 3.814 1.484 2.205 0.0 0.0 0.0 0.07
H 3.111 3.117 2.099 0.0 0.0 0.0 0.07
H 2.267 1.905 3.916 0.0 0.1 0.0 0.04
C 8.032 3.353 -0.187 0.0 -0.1 0.0 -0.16
O 8.003 2.091 -0.843 0.0 0.1 0.0 -0.13
H 7.163 3.391 0.467 0.0 0.0 0.0 0.07
H 8.931 3.473 0.421 0.0 0.0 0.0 0.08
H 7.971 4.182 -0.898 0.0 0.0 0.0 0.08
H 8.769 2.040 -1.422 0.0 0.0 0.0 0.08
C 0.789 1.842 10.825 -0.1 0.0 0.0 -0.16
O -0.605 1.696 11.069 0.1 0.1 0.0 -0.13
H 1.038 1.185 9.994 0.0 0.0 0.0 0.07
H 1.048 2.868 10.550 0.0 0.0 0.0 0.08
H 1.385 1.545 11.691 0.0 0.0 0.0 0.08
H -0.840 2.269 11.804 0.0 0.0 0.0 0.08
```
Positions in Å, forces in eV/Å.

For the calculated total energy, the calculation gives -98582.5456 eV. The calculation puts the HOMO-LUMO gap at 8.01 eV. The multiplicity is 1. The calculation puts the largest force on an atom at 0.01737 hartree/bohr. As for the charge: +1. As for the HOMO energy: -11.88 eV.

***

> The lowest charge belongs to which entry?

C20H65N19O11

***

> Among the records above, which one has the lowest calculated total energy?

C20H68N6O18PS2

***

> Among the records above, which one has the highest multiplicity?

C20H65N19O11